Entry i
63
Properties=species:S:1:pos:R:3 method="wB97M-V/def2-TZVPD" spin_multiplicity=6 total_charge=+1 homo_energy_ev="-9.80 / -11.31" orbital_gap_ev="6.31 / 6.44"
Ru 0.387 0.928 1.050
C 4.708 4.170 1.716
C 4.308 3.977 3.215
N 2.962 3.376 3.429
C 2.382 2.344 2.785
S 0.645 2.142 3.019
N 3.150 1.556 2.043
N 2.405 0.615 1.390
C 3.034 -0.328 0.763
C 4.483 -0.477 0.598
C 2.135 -1.291 0.073
C 2.568 -2.532 -0.386
C 1.590 -3.304 -1.030
C 0.274 -2.862 -1.137
C -0.100 -1.641 -0.607
N 0.815 -0.909 0.034
H 5.515 4.862 1.555
H 3.844 4.508 1.153
H 4.916 3.157 1.284
H 4.203 4.880 3.765
H 5.085 3.334 3.694
H 2.260 3.995 3.866
H 4.945 0.502 0.790
H 4.675 -0.866 -0.390
H 4.826 -1.171 1.370
H 3.592 -2.891 -0.371
H 1.889 -4.212 -1.571
H -0.464 -3.497 -1.673
H -1.112 -1.278 -0.558
S -0.119 2.612 -0.675
C -1.824 2.375 -0.455
N -2.652 3.091 -1.395
N -3.605 2.335 -1.957
C -3.601 0.938 -2.176
C -4.826 0.312 -2.139
C -4.891 -1.058 -2.208
C -3.744 -1.803 -2.502
C -2.537 -1.141 -2.688
C -2.446 0.247 -2.545
N -2.454 1.550 0.362
N -1.721 0.782 1.061
C -2.432 -0.314 1.726
C -1.699 -1.033 2.665
C -2.231 -2.181 3.208
C -3.539 -2.576 2.911
C -4.219 -1.857 1.900
C -3.642 -0.744 1.273
H -4.348 2.835 -2.427
H -5.753 0.862 -1.877
H -5.810 -1.571 -2.075
H -3.770 -2.876 -2.569
H -1.633 -1.680 -3.002
H -1.547 0.789 -2.765
H -0.718 -0.596 3.004
H -1.749 -2.797 3.975
H -4.030 -3.353 3.481
H -5.159 -2.242 1.546
H -4.182 -0.203 0.481
Br 2.591 -0.463 -3.464
C 2.315 -1.669 -4.910
Br 0.500 -2.016 -5.185
H 2.857 -2.591 -4.695
H 2.693 -1.051 -5.754

=====

Entry ii
63
Properties=species:S:1:pos:R:3 method="wB97M-V/def2-TZVPD" spin_multiplicity=6 total_charge=+1 homo_energy_ev="-7.34 / -10.49" orbital_gap_ev="2.90 / 5.76"
Ru -0.041 -1.508 0.493
C 1.162 3.081 4.110
C 0.291 2.075 4.845
N 0.506 0.705 4.192
C -0.124 -0.040 3.297
S 0.281 -1.676 3.138
N -1.268 0.437 2.611
N -1.673 -0.552 1.643
C -2.865 -1.054 1.716
C -3.916 -0.562 2.651
C -3.110 -2.164 0.720
C -4.363 -2.774 0.564
C -4.432 -3.831 -0.306
C -3.336 -4.256 -1.053
C -2.174 -3.537 -0.862
N -2.032 -2.536 0.008
H 1.104 4.070 4.610
H 0.890 3.201 3.075
H 2.218 2.731 4.077
H -0.758 2.348 4.673
H 0.432 1.975 5.946
H 1.343 0.251 4.588
H -4.758 -0.185 2.103
H -3.472 0.117 3.385
H -4.241 -1.405 3.277
H -5.207 -2.377 1.145
H -5.390 -4.366 -0.372
H -3.431 -5.078 -1.726
H -1.280 -3.820 -1.424
S -1.290 1.971 1.834
C 0.158 2.123 0.832
N 0.196 3.545 0.735
N 0.700 4.028 -0.407
C 0.518 3.409 -1.701
C 1.401 3.851 -2.683
C 1.229 3.432 -3.961
C 0.110 2.663 -4.303
C -0.826 2.291 -3.325
C -0.599 2.638 -2.006
N 1.104 1.427 0.285
N 1.161 0.068 0.189
C 2.108 -0.355 -0.887
C 1.947 0.120 -2.158
C 2.846 -0.304 -3.140
C 3.873 -1.181 -2.852
C 4.088 -1.581 -1.543
C 3.184 -1.176 -0.588
H 0.754 5.040 -0.397
H 2.305 4.373 -2.409
H 1.827 3.787 -4.783
H -0.065 2.403 -5.362
H -1.693 1.739 -3.641
H -1.202 2.263 -1.200
H 1.138 0.818 -2.425
H 2.661 0.003 -4.170
H 4.519 -1.552 -3.664
H 4.940 -2.241 -1.285
H 3.163 -1.583 0.430
Br 0.974 -4.114 0.289
C 2.035 -4.367 -1.316
Br 1.181 -3.542 -2.847
H 2.213 -5.428 -1.474
H 2.989 -3.834 -1.190

=====

Most stable structure, least stable structure: entry i, entry ii.

=====

Entry i
23
Properties=species:S:1:pos:R:3 method="wB97M-V/def2-TZVPD" spin_multiplicity=1 total_charge=+1 homo_energy_ev="-12.40 / -12.58" orbital_gap_ev="7.18 / 7.91"
C -0.060 2.174 0.004
C 1.048 1.612 -0.015
C -2.366 1.533 -0.528
C -0.990 -0.612 -0.461
C -1.420 2.367 -0.121
C -2.133 0.097 -0.222
C 0.294 -0.578 -1.266
C 1.615 -0.640 -0.489
C -3.201 -0.475 0.692
C 3.178 0.895 0.725
N 2.139 0.734 -0.325
H -3.270 1.979 -0.796
H -0.954 -1.547 -0.117
H 0.389 -1.349 -1.998
H 0.238 0.205 -2.019
H 1.745 -1.367 0.183
H -4.099 -0.102 0.298
H -3.057 0.009 1.807
H -3.018 -1.506 0.856
H 2.879 0.853 1.778
H 3.911 0.259 0.450
H 3.649 1.977 0.773
H 2.301 1.131 -1.276

=====

Entry ii
23
Properties=species:S:1:pos:R:3 method="wB97M-V/def2-TZVPD" spin_multiplicity=1 total_charge=+1 homo_energy_ev=-13.51 orbital_gap_ev=7.17
C 2.679 1.768 0.278
C 1.784 1.152 -0.219
C -2.992 -0.063 0.579
C -2.351 1.176 0.554
C -2.418 -1.170 -0.052
C -1.030 1.289 0.111
C -1.185 -1.006 -0.676
C -0.408 0.182 -0.580
C 1.618 -0.594 -1.890
C 0.977 0.246 -0.879
N 1.024 -0.827 1.760
H 3.206 2.624 0.568
H -3.830 -0.274 1.129
H -2.780 2.227 0.944
H -2.947 -2.080 0.217
H -0.522 2.264 0.104
H -0.497 -1.711 -0.991
H 1.618 -0.036 -2.875
H 1.240 -1.606 -2.250
H 2.650 -0.639 -1.642
H 1.595 -1.281 1.103
H 0.906 -1.450 2.623
H 1.665 -0.193 2.084

=====

Most stable structure, least stable structure: entry ii, entry i.

=====

Entry i
17
Properties=species:S:1:pos:R:3 method="wB97M-V/def2-TZVPD" spin_multiplicity=1 homo_energy_ev=-8.48 orbital_gap_ev=9.12 smiles=C1CSCSC1.O
S -1.670 0.620 0.242
S -0.749 3.166 -1.063
C -1.819 1.728 -1.193
C 0.000 0.000 0.000
C 0.857 2.325 -1.042
C 0.975 1.181 0.005
H -1.605 1.118 -2.091
H -2.795 2.226 -1.350
H 0.187 -0.715 0.825
H 0.028 -0.568 -0.950
H 1.019 1.962 -2.075
H 1.657 3.056 -0.813
H 0.870 1.582 1.031
H 2.027 0.860 -0.125
O -1.911 -3.153 -1.062
H -2.457 -2.541 -1.605
H -2.007 -2.820 -0.141

=====

Entry ii
17
Properties=species:S:1:pos:R:3 method="wB97M-V/def2-TZVPD" spin_multiplicity=1 homo_energy_ev=-8.98 orbital_gap_ev=8.45 smiles=CSSCCCO
C -1.171 0.216 -1.402
C -2.134 0.728 -0.341
O -2.877 -0.180 0.473
C -0.285 -0.983 -0.978
S 0.223 -0.919 0.762
S 1.471 1.015 0.320
C 3.020 -0.005 0.425
H -0.706 1.116 -1.799
H -1.781 -0.123 -2.259
H -2.923 1.312 -0.838
H -1.613 1.443 0.313
H -2.452 -1.035 0.361
H -0.892 -1.877 -1.160
H 0.605 -1.012 -1.613
H 3.013 -0.516 -0.526
H 2.882 -0.537 1.346
H 3.874 0.654 0.539

=====

Most stable structure, least stable structure: entry i, entry ii.

=====

Entry i
8
Properties=species:S:1:pos:R:3 method="wB97M-V/def2-TZVPD" spin_multiplicity=1 total_charge=+1 homo_energy_ev=-17.06 orbital_gap_ev=10.41
C 0.998 0.553 0.492
C -0.618 0.096 0.780
N 0.218 0.940 1.458
N -0.545 -0.564 -1.048
N 0.284 -0.701 0.063
O -1.450 0.159 -0.253
H 1.763 0.971 0.046
H -0.652 -1.455 -1.538

=====

Entry ii
8
Properties=species:S:1:pos:R:3 method="wB97M-V/def2-TZVPD" spin_multiplicity=1 total_charge=+1 homo_energy_ev="-16.21 / -16.21" orbital_gap_ev="7.89 / 7.88"
C 0.665 -0.379 0.358
C 1.045 0.950 -0.056
N -0.559 -0.910 0.130
N -1.491 -0.867 -0.591
N -2.683 -0.949 -1.105
O 1.189 1.673 -0.955
H 1.112 -0.842 1.224
H 0.721 1.325 0.994

=====

Most stable structure, least stable structure: entry ii, entry i.

=====

Entry i
13
Properties=species:S:1:pos:R:3 method="wB97M-V/def2-TZVPD" spin_multiplicity=1 homo_energy_ev=-9.35 orbital_gap_ev=10.14 smiles="[H]/N=C/[C@]1(Cl)C(C)=C1F"
C 0.718 -0.618 -0.732
C 1.622 -1.393 -0.192
C 0.877 0.449 1.663
C 1.407 0.227 0.297
C -0.392 -0.341 -1.714
N 0.530 -0.543 2.357
F 2.383 -2.384 -0.155
Cl 2.660 1.375 -0.418
H 0.944 1.541 1.944
H -1.367 -0.530 -1.270
H -0.179 -0.889 -2.565
H -0.240 0.775 -1.879
H 0.203 -0.249 3.279

=====

Entry ii
13
Properties=species:S:1:pos:R:3 method="wB97M-V/def2-TZVPD" spin_multiplicity=1 homo_energy_ev=-9.26 orbital_gap_ev=8.67
C -1.613 -0.290 -0.543
C -2.763 0.581 -0.164
C 0.693 -1.401 -1.010
C -0.732 -1.139 -1.269
C -1.400 0.855 0.337
N 1.446 -0.621 -0.251
F -3.262 1.613 -1.042
Cl -1.462 -2.104 -2.491
H 1.347 -2.349 -1.522
H -3.571 0.173 0.626
H -0.937 1.759 0.067
H -1.274 0.409 1.427
H 2.393 -0.866 -0.214

=====

Most stable structure, least stable structure: entry i, entry ii.

=====

Entry i
15
Properties=species:S:1:pos:R:3 method="wB97M-V/def2-TZVPD" spin_multiplicity=2 total_charge=+2 homo_energy_ev="-22.24 / -22.23" orbital_gap_ev="11.26 / 7.77"
C -1.348 1.482 1.245
N -0.407 0.504 1.957
H -0.850 1.842 0.185
H -2.237 0.944 1.015
H -1.389 2.342 1.936
H 0.532 0.826 2.000
H -0.325 -0.271 1.257
H -0.732 0.138 2.895
O 0.535 0.073 -0.382
C 0.417 -0.537 -1.480
C 1.395 -1.467 -2.044
H -0.558 -0.710 -1.933
H 1.823 -1.013 -2.893
H 0.929 -2.446 -2.427
H 2.215 -1.706 -1.329

=====

Entry ii
15
Properties=species:S:1:pos:R:3 method="wB97M-V/def2-TZVPD" spin_multiplicity=2 total_charge=+2 homo_energy_ev="-20.44 / -20.44" orbital_gap_ev="10.39 / 6.45"
C 1.900 -0.362 1.414
C 1.370 -0.454 0.069
C 0.313 0.345 -0.278
N -0.400 0.345 -1.548
H 2.749 -1.065 1.521
H 2.009 0.627 1.854
H 1.266 -0.741 2.258
H 1.833 -1.238 -0.570
H -0.378 0.888 0.422
H -0.054 -0.236 -2.336
H -1.481 0.313 -1.478
H -0.363 1.276 -2.005
H -2.732 -0.514 0.714
H -3.330 0.770 0.030
O -2.700 0.045 -0.067

=====

Most stable structure, least stable structure: entry ii, entry i.

=====

Entry i
20
Properties=species:S:1:pos:R:3 method="wB97M-V/def2-TZVPD" spin_multiplicity=1 total_charge=+1 homo_energy_ev=-15.89 orbital_gap_ev=12.99
C -0.591 2.120 0.926
C 0.654 1.407 0.436
N 0.280 0.070 -0.118
C 1.472 -0.742 -0.488
H -1.368 2.047 0.162
H -0.428 3.160 1.206
H -0.990 1.641 1.820
H 1.282 1.163 1.295
H 1.248 1.945 -0.286
H -0.173 -0.483 0.611
H -0.395 0.090 -0.914
H 1.796 -1.225 0.412
H 1.207 -1.451 -1.269
H 2.214 -0.093 -0.955
H -1.991 0.184 -2.849
H -1.776 -1.251 -2.332
O -1.496 -0.334 -2.203
H 0.135 -2.473 2.099
H -0.710 -3.339 1.177
O -0.373 -2.437 1.271

=====

Entry ii
20
Properties=species:S:1:pos:R:3 method="wB97M-V/def2-TZVPD" spin_multiplicity=1 total_charge=+1 homo_energy_ev=-14.84 orbital_gap_ev=11.76
C -0.120 -0.378 1.633
C 1.374 0.108 1.636
C 1.218 1.603 1.724
N 1.873 -0.439 0.263
H -0.577 -0.692 0.604
H -0.759 0.592 1.718
H -0.444 -1.172 2.311
H 1.967 -0.308 2.545
H 0.614 2.034 0.940
H 0.763 1.943 2.660
H 2.306 2.023 1.718
H 1.818 -1.426 0.313
H 2.834 -0.235 0.018
H 1.266 -0.165 -0.461
H -3.715 -1.247 -2.431
H -3.687 0.149 -3.129
O -3.240 -0.385 -2.470
H -0.036 -0.532 -2.667
H -1.260 -0.173 -1.885
O -0.388 -0.330 -1.787

=====

Entry iii
20
Properties=species:S:1:pos:R:3 method="wB97M-V/def2-TZVPD" spin_multiplicity=1 total_charge=+1 homo_energy_ev=-15.54 orbital_gap_ev=12.59
C -0.021 -0.162 -2.486
C 0.610 -0.663 -1.222
N -0.246 -0.587 -0.012
C 0.176 -1.482 1.096
H -0.321 0.884 -2.516
H 0.749 -0.267 -3.256
H -0.815 -0.820 -2.844
H 0.862 -1.720 -1.336
H 1.538 -0.127 -1.016
H -1.199 -0.844 -0.225
H -0.248 0.371 0.376
H 0.214 -2.495 0.698
H -0.543 -1.466 1.908
H 1.183 -1.223 1.412
H 1.790 2.218 2.018
H 1.510 2.048 0.564
O 1.403 1.575 1.398
H -2.739 1.050 1.718
H -2.036 2.298 2.005
O -1.869 1.410 1.717

=====

Most stable structure, least stable structure: entry i, entry ii.

=====

Entry i
12
Properties=species:S:1:pos:R:3 method="wB97M-V/def2-TZVPD" spin_multiplicity=1 homo_energy_ev=-8.02 orbital_gap_ev=7.24
C 2.203 0.445 0.244
C 1.202 -0.467 0.381
C 0.378 1.431 -0.462
C -2.039 -0.594 -0.070
N 1.663 1.623 -0.253
N -2.013 -1.749 -0.498
N 0.082 0.186 -0.024
Cl -2.881 0.758 0.172
H 3.222 0.349 0.580
H 1.252 -1.365 0.807
H -0.542 2.004 -0.551
H -2.529 -2.621 -0.324

=====

Entry ii
12
Properties=species:S:1:pos:R:3 method="wB97M-V/def2-TZVPD" spin_multiplicity=1 homo_energy_ev="-8.61 / -8.61" orbital_gap_ev="7.68 / 7.68" smiles="CC1=C=NNN=C1Cl"
C -0.705 0.784 -0.089
C 0.222 -1.196 -0.745
C 0.022 -0.488 0.320
C 0.391 -0.688 1.779
N -0.419 1.208 -1.251
N 0.170 -0.860 -2.001
N 0.208 0.469 -2.105
Cl -2.094 2.244 0.463
H 1.538 -0.657 2.059
H 0.092 -1.676 2.196
H -0.174 -0.019 2.333
H 0.749 0.879 -2.959

=====

Most stable structure, least stable structure: entry i, entry ii.

=====

Entry i
20
Properties=species:S:1:pos:R:3 method="wB97M-V/def2-TZVPD" spin_multiplicity=1 total_charge=+1 homo_energy_ev=-13.37 orbital_gap_ev=10.01 smiles="C[C@]1(S)CC=CC[NH2+]1"
C 0.981 -1.431 -0.883
C 1.692 -0.430 -1.273
C 0.118 -1.236 0.358
C 1.409 0.863 -0.524
C -0.800 0.182 0.183
C -1.269 0.714 1.575
N -0.082 1.191 -0.569
S -2.241 -0.365 -0.701
H 1.111 -2.393 -1.307
H 2.472 -0.542 -2.106
H -0.605 -2.094 0.501
H 0.649 -1.170 1.247
H 1.613 0.836 0.521
H 2.028 1.638 -1.053
H -0.437 0.878 2.292
H -1.830 -0.184 1.873
H -1.988 1.566 1.622
H -0.248 2.104 -0.240
H -0.251 1.361 -1.555
H -2.323 -1.489 0.039

=====

Entry ii
20
Properties=species:S:1:pos:R:3 method="wB97M-V/def2-TZVPD" spin_multiplicity=1 total_charge=+1 homo_energy_ev=-13.24 orbital_gap_ev=9.84 smiles="C=C(/C=C/C)[NH2+]CS"
C -0.062 2.506 0.360
C 1.419 0.424 0.094
C 1.408 -0.810 -0.446
C 0.052 1.242 -0.055
C 2.433 -1.870 -0.216
C -2.116 0.032 0.419
N -1.234 0.648 -0.652
S -3.162 -1.245 -0.153
H -0.983 2.999 0.365
H 0.825 3.107 0.644
H 2.146 0.966 0.760
H 0.494 -1.299 -0.823
H 2.522 -2.588 -0.971
H 3.424 -1.354 -0.070
H 2.012 -2.430 0.754
H -1.373 -0.139 1.350
H -2.723 0.807 0.747
H -1.592 1.352 -1.341
H -0.888 -0.088 -1.336
H -2.604 -2.260 0.573

=====

Most stable structure, least stable structure: entry i, entry ii.

=====

Entry i
46
Properties=species:S:1:pos:R:3 method="wB97M-V/def2-TZVPD" spin_multiplicity=1 homo_energy_ev=-8.96 orbital_gap_ev=9.44 smiles="COC(=O)COc1ccc(S(=O)(=O)N2CCCCCC2)cc1C"
C 3.326 3.039 -0.132
H 2.285 3.231 -0.384
H 3.520 3.266 0.918
H 3.982 3.644 -0.761
O 3.568 1.661 -0.388
C 4.403 1.024 0.426
O 4.970 1.520 1.363
C 4.576 -0.438 0.019
O 3.580 -0.928 -0.837
C 2.302 -1.028 -0.373
C 1.899 -0.682 0.912
C 0.572 -0.831 1.284
C -0.339 -1.327 0.377
C 0.052 -1.675 -0.903
C 1.370 -1.534 -1.298
C 1.831 -1.905 -2.671
H 2.581 -2.692 -2.612
H 2.300 -1.048 -3.152
H 0.999 -2.251 -3.277
H -0.684 -2.079 -1.579
S -2.068 -1.446 0.831
O -2.166 -1.472 2.261
O -2.676 -2.502 0.077
N -2.737 -0.010 0.314
C -2.957 0.109 -1.108
H -3.037 -0.916 -1.472
C -4.268 0.845 -1.396
H -4.968 0.565 -0.610
C -4.143 2.370 -1.475
H -5.138 2.796 -1.328
C -3.173 2.998 -0.469
C -3.190 2.353 0.917
H -4.201 2.050 1.185
C -2.253 1.149 1.020
H -2.165 0.837 2.063
H -1.252 1.439 0.655
H -2.853 3.086 1.654
H -3.426 4.057 -0.377
H -2.154 2.948 -0.861
H -3.817 2.654 -2.479
H -4.677 0.486 -2.342
H -2.109 0.600 -1.607
H 0.241 -0.583 2.280
H 2.604 -0.297 1.631
H 5.510 -0.514 -0.548
H 4.678 -1.044 0.930

=====

Entry ii
46
Properties=species:S:1:pos:R:3 method="wB97M-V/def2-TZVPD" spin_multiplicity=1 homo_energy_ev=-9.00 orbital_gap_ev=9.66 smiles="CCOC(=O)C1CCN(S(=O)(=O)c2ccc(OCC)cc2)CC1"
C -0.540 -3.001 -1.052
C 0.750 -3.758 -0.768
H 0.657 -4.331 0.161
H 1.007 -4.424 -1.594
O 1.859 -2.865 -0.652
C 2.032 -2.262 0.528
O 1.347 -2.481 1.493
C 3.215 -1.304 0.506
C 3.332 -0.562 -0.828
C 2.115 0.338 -1.018
N 2.002 1.263 0.086
S 0.876 2.474 -0.174
O 0.887 3.324 0.979
O 1.156 3.045 -1.458
C -0.674 1.585 -0.247
C -1.111 1.073 -1.457
C -2.229 0.269 -1.490
C -2.920 -0.040 -0.311
C -2.475 0.495 0.898
C -1.350 1.301 0.922
H -0.998 1.732 1.846
H -2.986 0.286 1.824
O -3.977 -0.870 -0.465
C -4.811 -1.178 0.638
C -5.769 -0.042 0.982
H -6.376 0.202 0.115
H -5.225 0.850 1.282
H -6.421 -0.349 1.796
H -5.377 -2.054 0.308
H -4.210 -1.466 1.509
H -2.597 -0.144 -2.417
H -0.574 1.330 -2.356
C 1.886 0.627 1.379
C 3.085 -0.282 1.639
H 2.941 -0.794 2.590
H 3.994 0.318 1.687
H 1.837 1.428 2.117
H 0.965 0.028 1.443
H 2.211 0.942 -1.921
H 1.210 -0.285 -1.103
H 3.396 -1.268 -1.655
H 4.232 0.052 -0.813
H 4.110 -1.918 0.663
H -0.436 -2.398 -1.950
H -1.355 -3.705 -1.191
H -0.783 -2.347 -0.217

=====

Most stable structure, least stable structure: entry ii, entry i.